DFT (ωB97M-V/def2-TZVPD) results for an isolated molecule of C2H9N2PSi at a distorted geometry.

```
15
Properties=species:S:1:pos:R:3:mulliken_charge:R:1
C 0.07624 -0.10674 -1.26185 -0.512
C -1.36787 -0.29725 -0.81080 -0.333
N 0.28548 1.26521 -0.78261 -0.519
N -1.37953 0.03776 0.60489 -0.444
Si 1.41725 -0.39431 1.60885 0.328
P -0.10004 1.24481 0.95138 0.028
H 0.77979 -0.76161 -0.95664 0.216
H 0.18858 0.02768 -2.41562 0.308
H -2.11791 0.38055 -1.40246 0.239
H -1.63632 -1.26517 -0.87472 0.366
H 1.15086 1.76101 -0.76981 0.305
H -2.21879 0.44876 0.97710 0.279
H 0.68434 -0.92235 2.82973 -0.085
H 1.46719 -1.68343 0.67994 -0.070
H 2.77072 0.26509 1.62262 -0.107
```

HOMO energy (eV): -7.982
SMILES string: [SiH3]P1NCCN1
Calculated total energy (hartree): -821.888251
ΔE to the lowest compared entry with this formula, charge and spin (kJ/mol): 46.2
Kohn-Sham gap (eV): 8.98

=====

DFT (ωB97M-V/def2-TZVPD) results for a 2-piece molecular cluster, C2H9N2S overall at a distorted geometry.

```
14
Properties=species:S:1:pos:R:3:mulliken_charge:R:1
C 1.99567 -0.18919 -1.17036 -0.787
S 1.72915 1.58197 -1.29883 -0.696
H 2.32226 -0.43624 -0.12483 0.139
H 2.92030 -0.37614 -1.73915 0.253
H 1.22300 -0.94496 -1.45085 0.199
N -1.24308 1.12294 0.10882 -0.535
C -1.72469 -0.14488 0.65365 -0.450
N -0.68302 -0.85298 1.48158 -0.736
H -0.51931 0.93653 -0.59032 0.147
H -1.06689 1.78115 0.84869 0.234
H -2.04306 -0.66349 -0.24785 0.308
H -2.63020 0.01638 1.24318 0.279
H 0.12122 -0.23138 1.44446 0.334
H -0.40133 -1.59974 0.84181 0.312
```

HOMO energy (eV): -2.355
Total charge: -1
Calculated total energy (hartree): -589.298864
ΔE to the lowest compared entry with this formula, charge and spin (kJ/mol): 88.4
Kohn-Sham gap (eV): 6.47